6 unconnected molecules or ions with the total composition C8H28ClN2O9, computed with wB97M-V/def2-TZVPD.

Structure (XYZ):
```
48
Properties=species:S:1:pos:R:3:forces:R:3:lowdin_charge:R:1
Cl 2.208 1.415 0.414 -0.01 -1.21 -0.44 0.634
O 2.367 0.084 -0.175 0.20 1.19 0.29 -0.369
O 3.482 1.988 0.785 -0.03 -0.15 -0.31 -0.358
O 1.498 2.289 -0.480 0.20 0.24 -0.55 -0.363
O 1.396 1.287 1.597 -0.31 -0.23 1.01 -0.388
O 2.598 -1.465 3.094 0.03 -0.42 0.40 -0.065
H 3.381 -1.392 2.547 0.10 0.11 -0.24 0.027
H 2.012 -0.783 2.767 -0.18 0.42 -0.27 -0.002
O 0.759 4.201 2.023 -0.06 0.56 0.37 -0.058
H 0.114 4.277 1.319 0.02 0.01 -0.25 0.009
H 1.353 3.510 1.730 0.22 -0.37 -0.12 -0.011
O 6.724 3.777 0.886 0.40 0.07 0.06 -0.059
H 5.947 3.240 1.042 -0.38 -0.27 0.01 0.015
H 6.385 4.583 0.497 -0.12 0.13 -0.09 0.026
C 1.715 -4.270 -3.458 -0.13 -2.48 -1.16 -0.096
C 0.909 -3.060 -3.126 2.09 -0.18 1.03 -0.442
C -0.537 -3.246 -2.970 -2.24 -1.02 -1.11 -0.253
O -1.187 -2.098 -2.514 -0.21 1.34 0.15 -0.176
C -2.543 -2.229 -2.118 0.49 -0.62 -0.12 -0.101
N 1.457 -2.666 -1.820 -0.13 1.69 -0.14 0.055
H 1.610 -4.726 -4.443 -0.14 0.75 -0.79 0.066
H 1.391 -5.168 -2.932 0.05 0.16 1.03 0.072
H 2.786 -4.145 -3.298 -0.25 0.31 0.20 0.081
H 1.229 -2.304 -3.844 -0.54 0.39 0.04 0.150
H -0.722 -4.100 -2.319 0.14 -0.17 0.60 0.128
H -1.043 -3.542 -3.888 0.07 -0.15 -0.64 0.125
H -3.069 -1.274 -2.139 0.55 0.20 0.25 0.090
H -2.549 -2.673 -1.123 -0.34 0.06 0.13 0.072
H -3.133 -2.864 -2.779 0.17 -0.37 -0.31 0.080
H 0.930 -3.055 -1.051 -0.11 -0.73 0.08 0.075
H 1.118 -1.716 -1.778 0.61 0.76 0.67 0.056
C -2.665 3.832 1.525 1.03 -0.87 -1.82 -0.053
C -2.538 2.433 2.064 -0.27 -0.06 2.01 -0.478
C -2.308 1.301 1.114 -0.36 -0.57 0.20 -0.162
O -2.646 0.095 1.858 -0.38 0.88 -0.13 -0.181
C -2.416 -1.084 1.157 0.39 -0.80 0.18 -0.142
N -1.534 2.444 3.092 0.91 -0.07 0.99 0.049
H -3.397 3.836 0.717 -0.76 0.59 0.53 0.075
H -1.773 3.942 0.908 0.47 0.50 0.06 0.059
H -2.651 4.613 2.286 -0.51 -0.22 -0.17 0.091
H -3.447 2.180 2.610 -0.48 -0.07 -0.20 0.132
H -1.256 1.199 0.845 0.07 0.31 -0.40 0.120
H -2.960 1.506 0.265 -0.09 -0.76 -0.53 0.123
H -1.447 -1.037 0.660 -0.17 0.00 -0.73 0.093
H -3.264 -1.409 0.555 0.03 0.59 -0.75 0.068
H -2.315 -1.958 1.801 0.08 0.31 0.87 0.084
H -1.327 1.497 3.377 -0.33 -0.30 0.24 0.070
H -0.643 2.738 2.717 0.23 0.51 -0.12 0.030
```
Forces are in eV/Å.

Results
total charge	-1
Kohn-Sham gap	8.9695	eV
highest occupied orbital energy	-0.2303	Ha
max |F|	2.7	eV/Å

A molecular structure, C17H20Br2N4O5S4Y, computed with wB97M-V/def2-TZVPD.

Structure (XYZ):
```
53
Properties=species:S:1:pos:R:3:forces:R:3:lowdin_charge:R:1
Y 0.377 0.244 0.189 -0.50 -1.06 -1.58 1.269
C 1.549 0.350 -4.654 -0.13 -0.13 -0.03 0.013
N 0.246 -0.219 -4.292 -0.03 -0.04 -0.14 -0.108
C -0.572 -0.787 -5.367 0.10 0.10 0.08 -0.013
C -0.171 -0.192 -3.037 -0.05 -0.01 -0.17 -0.400
O 0.506 0.263 -2.108 0.03 0.31 -0.15 -0.100
C -1.546 -0.749 -2.690 -0.05 0.08 0.07 -0.081
O -1.908 -0.262 -1.408 0.04 -0.03 0.04 -0.173
C -2.787 0.846 -1.414 0.10 -0.02 -0.03 -0.081
C -2.503 1.707 -0.193 -0.07 0.03 0.01 -0.373
O -1.482 1.494 0.479 -0.48 0.23 0.04 -0.047
N -3.367 2.668 0.093 -0.21 0.03 0.08 -0.109
C -4.595 2.868 -0.687 0.15 0.01 0.09 -0.013
C -3.188 3.503 1.288 -0.06 -0.05 -0.16 0.010
H 2.190 -0.433 -5.058 0.00 -0.01 0.00 0.104
H 1.407 1.122 -5.409 -0.01 0.01 -0.01 0.103
H 2.014 0.776 -3.775 0.01 0.01 0.07 0.094
H 0.078 -0.995 -6.211 0.03 -0.03 -0.02 0.099
H -1.031 -1.725 -5.063 0.01 -0.02 0.01 0.096
H -1.346 -0.092 -5.698 0.02 0.02 0.01 0.103
H -2.295 -0.495 -3.439 -0.05 0.00 -0.02 0.133
H -1.483 -1.835 -2.624 -0.01 -0.09 -0.01 0.142
H -2.643 1.461 -2.308 0.00 0.03 -0.04 0.152
H -3.818 0.497 -1.395 -0.13 -0.03 -0.04 0.144
H -4.391 2.870 -1.756 0.02 0.01 0.01 0.095
H -5.345 2.108 -0.461 0.02 -0.01 0.03 0.105
H -5.005 3.839 -0.426 0.01 0.03 0.00 0.099
H -2.266 3.230 1.786 0.04 -0.03 -0.01 0.090
H -3.144 4.550 0.993 0.00 0.01 -0.01 0.103
H -4.028 3.355 1.966 0.01 -0.01 -0.02 0.105
Br 2.807 4.711 0.288 0.01 0.00 0.01 0.810
C 2.674 3.466 1.693 0.13 0.20 0.01 -0.599
C 3.302 3.757 2.922 -0.02 0.12 -0.24 -0.156
C 3.218 2.889 3.962 0.05 -0.04 0.15 -0.624
Br 4.084 3.315 5.586 0.00 -0.01 0.02 0.810
C 2.491 1.682 3.830 -0.07 -0.15 0.05 -0.176
C 2.334 0.726 4.856 0.07 0.09 0.05 -0.004
C 1.601 -0.403 4.635 -0.05 -0.13 0.06 -0.022
C 1.010 -0.595 3.382 0.01 -0.02 -0.06 -0.102
N 1.132 0.264 2.393 0.37 0.55 0.78 -0.002
C 1.871 1.408 2.594 -0.08 -0.15 0.13 -0.134
C 1.969 2.308 1.487 -0.10 0.04 -0.25 -0.387
O 1.378 1.992 0.339 0.96 1.25 0.86 -0.264
H 3.855 4.679 3.028 -0.01 0.02 -0.03 0.101
H 2.801 0.901 5.817 -0.01 0.00 -0.03 0.087
H 1.470 -1.147 5.408 0.00 0.02 -0.03 0.116
H 0.427 -1.485 3.179 0.00 -0.02 0.00 0.107
S -1.007 -3.778 0.188 0.35 -0.25 -0.01 0.593
S 1.039 -3.829 0.532 -0.30 -0.14 0.29 0.091
S 2.023 -2.852 -0.976 -0.14 0.21 -0.34 -0.085
S 2.676 -1.061 -0.256 0.44 -0.38 0.10 0.015
O -0.935 -1.424 1.028 0.24 -0.21 0.60 -0.306
N -1.649 -2.341 0.690 -0.66 -0.33 -0.24 -0.430
```
Forces are in eV/Å.

Results
total charge	+1
Kohn-Sham gap	6.1282	eV
highest occupied orbital energy	-0.3719	Ha
max |F|	2.0	eV/Å

A molecular structure, C34H42CrN4O3P2S, computed with wB97M-V/def2-TZVPD.

Structure (XYZ):
```
87
Properties=species:S:1:pos:R:3:forces:R:3:lowdin_charge:R:1
Cr 0.886 0.517 -3.895 0.87 1.77 3.81 0.549
C -1.616 -3.151 0.746 0.52 -0.12 -0.10 -0.124
C -0.559 -3.699 0.134 0.08 0.32 0.61 -0.116
C -0.455 -4.068 -1.321 0.01 0.12 -0.74 -0.181
C -1.115 -3.045 -2.328 0.88 -0.73 -0.01 -0.193
C -2.437 -3.503 -2.875 -1.21 0.12 0.36 -0.118
C -3.463 -4.026 -2.170 0.62 -0.35 -1.23 -0.119
C -3.512 -4.241 -0.696 0.45 0.19 0.81 -0.191
C -2.987 -3.039 0.153 -0.81 0.11 -0.07 -0.191
C 0.484 2.585 -3.483 0.77 -0.12 0.41 -0.173
H -1.515 -2.721 1.757 0.11 -0.55 -0.43 0.100
H 0.367 -3.838 0.704 -0.34 0.26 -0.15 0.105
H -0.812 -5.097 -1.529 0.02 0.50 0.07 0.120
H 0.610 -4.081 -1.578 -0.07 -0.06 0.19 0.098
H -1.045 -2.039 -1.890 -0.46 -0.18 0.00 0.110
H -0.469 -2.993 -3.228 0.01 -0.04 0.46 0.060
H -2.505 -3.411 -3.966 -0.30 -0.20 0.39 0.095
H -4.312 -4.482 -2.703 0.40 0.52 -0.04 0.103
H -2.935 -5.150 -0.433 -0.27 0.31 -0.05 0.121
H -4.549 -4.442 -0.402 0.22 0.04 -0.09 0.104
H -3.083 -2.133 -0.467 0.05 -0.11 0.21 0.116
H -3.687 -2.895 0.992 0.19 -0.01 -0.28 0.105
H -0.571 2.902 -3.425 0.43 -0.16 -0.36 -0.006
H 1.104 3.186 -4.191 -0.68 -0.28 0.30 -0.003
H 0.950 2.708 -2.469 -0.43 -0.21 -0.94 -0.009
P 0.068 0.411 -5.995 -2.21 -1.20 -5.75 1.036
P 2.424 -2.699 -5.012 0.90 -3.54 -2.59 1.146
N -1.604 0.052 -6.416 0.27 0.27 0.83 -0.245
N 0.455 1.199 -7.570 0.36 0.27 0.85 -0.210
N 1.604 -4.019 -5.979 -0.88 0.12 0.43 -0.262
N 3.981 -3.286 -5.720 1.01 0.74 0.37 -0.261
C 0.651 -1.265 -6.448 0.26 -0.19 0.24 -0.418
C 2.156 -1.377 -6.220 0.50 0.67 -0.09 -0.443
C -2.706 0.750 -5.938 -0.95 -0.77 -0.67 -0.121
C -3.843 0.222 -6.549 1.08 0.27 0.21 -0.079
C -3.419 -0.812 -7.448 1.37 0.46 0.52 -0.066
C -2.036 -0.893 -7.347 -1.18 0.18 0.17 -0.140
C 0.689 2.559 -7.739 0.24 0.26 -1.06 -0.129
C 0.859 2.825 -9.100 -0.25 -0.43 1.10 -0.085
C 0.706 1.587 -9.798 -0.32 -0.67 1.15 -0.077
C 0.443 0.612 -8.841 0.31 0.50 -0.35 -0.133
C 0.643 -4.875 -5.440 0.02 -0.33 -0.78 -0.152
C 0.149 -5.710 -6.437 0.51 0.79 0.72 -0.091
C 0.812 -5.361 -7.646 0.53 0.90 0.47 -0.084
C 1.682 -4.318 -7.345 -0.45 -0.39 0.11 -0.160
C 4.410 -4.549 -6.144 0.39 0.30 -0.09 -0.146
C 5.628 -4.426 -6.797 -0.80 0.53 0.65 -0.089
C 5.994 -3.042 -6.753 -1.02 0.10 0.73 -0.089
C 4.987 -2.377 -6.062 0.30 -0.95 -0.56 -0.163
H 0.460 -1.601 -7.479 -0.03 0.44 0.61 0.063
H 0.069 -1.970 -5.829 0.15 0.15 0.02 0.076
H 2.685 -1.527 -7.171 -0.07 -0.06 0.41 0.099
H 2.610 -0.471 -5.760 -0.22 -0.12 -0.32 0.060
H -2.573 1.546 -5.216 -0.11 -0.17 -0.12 0.106
H -4.860 0.537 -6.387 0.02 0.09 0.06 0.092
H -4.016 -1.420 -8.113 -0.03 0.09 0.17 0.098
H -1.358 -1.568 -7.846 -0.29 0.17 0.09 0.091
H 0.699 3.225 -6.880 0.06 -0.17 -0.24 0.102
H 1.050 3.789 -9.557 -0.03 -0.16 0.25 0.096
H 0.755 1.409 -10.872 0.00 0.10 0.44 0.102
H 0.249 -0.445 -8.974 0.08 0.39 -0.06 0.092
H 0.438 -4.849 -4.384 -0.11 0.00 0.08 0.086
H -0.594 -6.479 -6.306 0.01 -0.01 0.07 0.091
H 0.676 -5.827 -8.621 0.12 0.25 0.35 0.100
H 2.385 -3.828 -7.997 0.06 0.09 0.10 0.111
H 3.822 -5.438 -5.964 -0.01 0.21 -0.03 0.109
H 6.199 -5.231 -7.245 -0.19 0.12 0.12 0.094
H 6.882 -2.592 -7.162 0.02 0.04 0.03 0.089
H 4.877 -1.337 -5.809 0.14 0.10 -0.03 0.097
C -0.292 1.605 4.490 -0.02 0.04 0.01 -0.062
C 0.198 1.554 3.066 -0.08 -0.08 -0.46 -0.280
C 1.134 2.520 2.675 0.08 -0.29 -0.18 -0.048
C 1.780 2.452 1.436 -0.16 -0.30 0.33 -0.043
C 1.496 1.366 0.599 -0.45 -0.23 -0.57 -0.254
C 0.460 0.482 0.904 0.14 0.26 0.55 -0.063
C -0.206 0.581 2.132 0.35 0.19 0.05 -0.034
S 2.562 0.936 -0.812 0.89 1.61 3.04 0.485
O 3.194 2.217 -1.135 -0.56 -1.25 -0.87 -0.339
O 3.432 -0.063 -0.208 -0.50 0.20 -1.26 -0.311
O 1.633 0.378 -1.838 -0.33 -0.43 -1.88 -0.466
H 0.576 1.575 5.155 -0.12 -0.05 0.01 0.081
H -0.805 2.551 4.690 -0.07 -0.17 0.01 0.080
H -0.943 0.769 4.754 -0.01 0.12 -0.11 0.073
H 1.390 3.294 3.410 0.00 -0.20 -0.46 0.117
H 2.517 3.209 1.178 -0.05 -0.34 -0.13 0.113
H 0.228 -0.318 0.205 -0.04 0.07 0.16 0.096
H -0.998 -0.136 2.372 0.32 0.27 0.03 0.101
```
Forces are in eV/Å.

Results
total charge	0
Kohn-Sham gap (alpha / beta)	7.3494 / 7.0188	eV
highest occupied orbital energy (alpha / beta)	-0.3112 / -0.3113	Ha
2S+1	5
max |F|	6.3	eV/Å

A molecular structure, C23H43FLiO18, computed with wB97M-V/def2-TZVPD.

Structure (XYZ):
```
86
Properties=species:S:1:pos:R:3:forces:R:3:lowdin_charge:R:1
Li -6.276 -12.150 25.984 -0.06 0.08 0.03 0.933
C -6.510 -10.753 33.572 0.28 1.09 -0.35 -0.045
C -6.384 -10.143 32.159 0.64 0.08 1.51 -0.242
O -6.561 -11.206 31.283 1.70 -1.92 -2.42 -0.001
C -5.463 -11.940 30.846 -1.69 -0.46 0.69 -0.516
O -5.631 -12.783 29.994 0.82 0.91 0.32 0.117
O -4.355 -11.715 31.577 -2.43 1.67 -0.48 -0.034
C -3.121 -12.231 31.229 1.18 -1.27 0.24 -0.050
H -7.519 -11.161 33.636 0.11 0.07 0.46 0.082
H -6.274 -9.996 34.320 -0.58 0.10 0.18 0.077
H -5.770 -11.529 33.770 -0.09 -0.14 -0.48 0.074
H -5.422 -9.665 31.975 0.03 0.05 0.22 0.120
H -7.158 -9.421 31.900 -0.12 -0.05 0.35 0.121
H -3.087 -13.206 31.715 0.52 -0.19 -0.25 0.106
H -2.378 -11.581 31.691 -0.02 -0.05 -0.14 0.101
H -2.920 -12.343 30.163 -0.35 0.16 -0.02 0.101
C -12.892 -14.361 22.839 1.33 0.00 1.70 -0.036
C -11.791 -13.874 23.851 -0.35 -0.36 0.13 -0.159
O -11.738 -14.916 24.869 0.54 -0.86 -0.81 -0.039
C -10.598 -15.201 25.499 0.36 1.22 0.54 -0.549
O -9.599 -14.452 25.540 -2.27 -2.50 -0.12 0.061
O -10.762 -16.352 26.180 1.99 -0.24 0.21 -0.014
C -11.983 -17.142 26.236 -0.66 1.99 -0.55 -0.005
H -12.460 -15.186 22.273 0.09 0.17 -0.21 0.074
H -13.255 -13.585 22.165 -0.18 -0.12 0.33 0.078
H -13.602 -14.838 23.513 -0.75 0.42 -0.52 0.073
H -11.983 -13.051 24.540 -0.41 0.81 -1.12 0.127
H -10.831 -13.753 23.350 0.07 0.00 0.32 0.117
H -12.449 -17.108 25.251 -0.05 -0.28 0.13 0.089
H -12.592 -16.553 26.922 -0.45 -0.48 0.02 0.097
H -11.885 -18.167 26.594 0.89 0.36 -0.04 0.098
C -0.126 -14.103 20.888 -0.71 -1.21 0.73 -0.046
C -1.393 -14.975 21.199 -0.23 0.48 -1.03 -0.198
O -2.318 -14.230 21.994 -1.41 0.96 0.68 0.021
C -3.612 -14.561 22.266 0.98 2.07 2.32 -0.635
O -4.308 -13.936 23.038 0.52 1.03 0.14 0.091
O -4.021 -15.635 21.766 1.13 -4.33 -3.39 0.028
C -5.211 -16.301 22.097 -1.91 1.28 0.41 -0.015
H 0.384 -14.633 20.083 0.39 -0.09 0.29 0.074
H 0.442 -14.088 21.819 0.43 0.04 -0.29 0.071
H -0.216 -13.073 20.542 -0.84 -0.14 0.12 0.076
H -1.171 -15.897 21.736 0.47 0.10 0.01 0.124
H -1.882 -15.277 20.273 -0.05 0.08 -0.09 0.116
H -6.028 -15.614 21.872 -0.17 0.23 0.36 0.097
H -5.250 -16.517 23.165 0.13 -0.24 -0.14 0.106
H -5.475 -17.143 21.458 1.18 -0.18 0.07 0.103
C -8.451 -5.967 29.139 -0.03 0.81 0.95 -0.071
C -8.641 -6.923 27.975 1.91 1.46 0.58 -0.239
O -9.780 -7.631 28.321 -1.69 -2.28 -0.01 0.034
C -9.852 -8.990 28.251 4.05 -0.38 -2.78 -0.559
O -8.995 -9.740 27.739 -1.26 1.84 1.37 0.071
O -10.974 -9.389 28.691 -2.76 1.41 0.17 0.045
C -11.153 -10.615 29.283 1.14 -2.24 2.07 -0.050
H -9.325 -5.338 29.306 -0.28 -0.12 -0.30 0.079
H -7.636 -5.245 29.091 0.29 -0.29 -0.55 0.078
H -8.326 -6.483 30.091 0.11 -0.36 -0.10 0.075
H -7.737 -7.521 27.863 -0.31 -0.44 -0.10 0.123
H -8.753 -6.316 27.077 -0.45 -0.39 -0.28 0.125
H -12.189 -10.932 29.400 0.05 0.56 -0.53 0.106
H -10.722 -10.533 30.280 -0.39 0.15 0.50 0.102
H -10.532 -11.437 28.929 -0.24 0.16 -1.06 0.097
C -0.048 -8.643 24.848 -0.16 -0.24 0.16 -0.058
C -0.909 -9.642 25.725 2.43 2.34 -1.36 -0.157
O -1.330 -8.799 26.799 -0.99 -0.13 0.34 -0.017
C -2.623 -8.726 27.139 0.35 -1.46 -0.59 -0.553
O -3.491 -9.477 26.693 1.02 1.84 1.10 0.080
O -2.782 -7.770 28.059 -1.03 -0.45 0.41 0.021
C -1.698 -7.041 28.618 1.13 1.47 0.39 -0.054
H -0.468 -7.638 24.800 -0.67 -0.23 -0.21 0.073
H 0.084 -9.034 23.839 0.05 0.05 0.02 0.071
H 0.931 -8.416 25.270 0.12 -0.57 0.17 0.070
H -0.143 -10.291 26.147 -0.80 -0.77 -0.08 0.123
H -1.670 -10.044 25.056 -0.24 -0.29 0.90 0.123
H -1.258 -6.338 27.910 0.06 -0.43 -0.42 0.099
H -0.891 -7.553 29.143 -0.15 -1.03 -0.71 0.099
H -1.997 -6.370 29.423 -1.25 -0.24 -0.15 0.093
C -9.965 -6.335 21.541 -0.39 -2.04 -0.12 -0.001
C -11.011 -7.340 22.136 1.28 1.37 0.59 -0.235
O -10.097 -8.226 22.828 -3.38 -0.94 0.53 0.130
C -8.959 -8.316 22.195 4.97 -0.46 1.15 -0.561
O -7.985 -9.044 22.498 -3.81 1.85 -1.29 0.097
O -8.860 -7.275 21.370 0.40 0.97 -1.57 0.060
F -11.762 -7.971 21.181 0.86 0.10 0.54 0.072
H -9.608 -5.541 22.197 -0.39 -0.17 0.25 0.139
H -10.332 -5.913 20.606 0.42 -0.28 -0.14 0.138
H -11.683 -6.869 22.853 0.06 -0.45 0.10 0.166
```
Forces are in eV/Å.

Results
total charge	+1
Kohn-Sham gap	9.1715	eV
highest occupied orbital energy	-0.4613	Ha
max |F|	5.6	eV/Å

Q: Which of these has the lowest total charge?
A: C8H28ClN2O9